8
Properties=species:S:1:pos:R:3:forces:R:3 method="wB97M-V/def2-TZVPD" lumo_energy_ev="-1.1 / -1.5" e_homo_ha="-0.38070 / -0.39659" e_above_lowest_kj_mol=657.5 charge=0 spin_multiplicity=1 homo_lumo_gap_ha="0.3386 / 0.3408"
C 1.56877 0.54945 0.10916 -1.3 -0.1 -1.1
C 0.19213 -0.01020 0.05915 1.6 0.5 -3.7
N 1.94387 1.68194 0.38331 0.6 0.7 0.5
O 2.34899 -0.48267 -0.45942 -1.2 -0.2 -0.9
O 3.51348 -0.60448 0.00365 2.6 -0.1 0.9
H 0.15528 -0.67672 -0.82472 -0.2 0.5 0.4
H 0.16024 -0.58998 0.84938 -0.5 -3.2 4.1
H -0.60304 0.63438 0.09417 -1.6 1.9 -0.1